ORCA calculation (wB97M-V/def2-TZVPD) on 2 unconnected molecules or ions with the total composition C4H12N2O2 in a non-equilibrium geometry.

Structure (XYZ):
```
20
Properties=species:S:1:pos:R:3:forces:R:3:nbo_charge:R:1
C 1.402 0.855 1.486 1.032 -0.718 1.186 0.528
N 1.685 0.365 0.255 0.231 1.290 -1.838 -0.606
C 0.465 -1.290 -1.029 0.500 -0.322 -0.621 -0.623
C 0.697 0.213 -0.839 -0.927 -0.864 1.456 -0.080
C -0.619 0.869 -0.365 -0.842 1.631 -1.730 -0.337
N -1.569 1.049 -1.509 2.038 -2.626 2.517 -0.295
O 0.353 0.753 2.083 0.145 0.361 -0.225 -0.591
H 2.365 1.205 1.934 -0.683 0.155 0.215 0.145
H 2.553 0.764 -0.084 0.124 -0.350 0.024 0.408
H 1.244 -1.717 -1.677 0.135 0.116 0.536 0.244
H -0.439 -1.557 -1.580 -0.336 0.172 0.340 0.211
H 0.498 -1.753 -0.035 -0.240 -0.102 -0.552 0.241
H 1.065 0.681 -1.753 0.058 0.178 0.138 0.226
H -1.089 0.421 0.543 -0.219 -0.116 -0.403 0.373
H -0.439 1.914 -0.047 0.025 0.001 0.288 0.302
H -2.556 0.880 -1.313 -0.119 0.585 -0.308 0.427
H -1.143 0.513 -2.264 -0.763 0.553 -0.949 0.404
H -2.219 -1.310 2.444 0.409 -0.127 0.555 0.499
H -0.674 -1.502 2.017 -0.509 0.112 0.736 0.492
O -1.582 -1.354 1.732 -0.056 0.073 -1.364 -0.969
```
Positions in Å, forces in eV/Å.

Values from the calculation:
LUMO energy (alpha / beta) ... -0.11901 / -0.31447 hartree
Spin multiplicity ... 2
Largest force on an atom ... 4.17 eV Å⁻¹
Molar mass ... 120.15 g mol⁻¹
Total charge ... +1
Orbital gap (alpha / beta) ... 10.85 / 5.45 eV